Record 1
The following is a DFT calculation (ωB97M-V/def2-TZVPD) of C6H10N2 as an isolated structure in a non-equilibrium geometry.

Summary:
LUMO level = 0.942 eV
charge = 0
gap between HOMO and LUMO = 7.341 eV
energy relative to the best compared isomer or geometry (same formula, charge and spin) = 412.0 kJ/mol
HOMO = -6.398 eV

Each line ends with the natural charge from an NBO analysis.
CARTESIAN COORDINATES (ANGSTROEM)
C1 0.676 1.634 0.304  -0.45
C2 0.201 -1.776 -1.493  -0.61
N1 1.189 -0.933 0.758  -0.60
C3 -0.504 0.881 0.801  0.37
C4 0.426 -0.669 -0.505  0.12
N2 -1.575 1.443 1.387  -0.75
C5 -0.262 -0.586 0.821  -0.20
C6 0.372 0.781 -0.916  -0.46
H1 1.271 -1.936 0.925  0.35
H2 -2.416 0.891 1.489  0.39
H3 -1.708 2.437 1.261  0.40
H4 -0.994 -1.282 1.207  0.20
H5 0.483 2.701 0.178  0.20
H6 1.583 1.473 0.905  0.19
H7 0.815 1.088 -1.857  0.21
H8 1.037 -1.811 -2.195  0.21
H9 -0.708 -1.585 -2.064  0.22
H10 0.116 -2.749 -1.005  0.20

***

Record 2
The following is a DFT calculation (ωB97M-V/def2-TZVPD) of one molecule with the formula C6H10N2 in a non-equilibrium geometry.

Summary:
LUMO level = 0.819 eV
charge = 0
gap between HOMO and LUMO = 9.753 eV
energy relative to the best compared isomer or geometry (same formula, charge and spin) = 100.3 kJ/mol
HOMO = -8.933 eV

Each line ends with the natural charge from an NBO analysis.
CARTESIAN COORDINATES (ANGSTROEM)
C1 -0.679 1.924 0.187  -0.63
C2 0.272 0.831 -0.386  -0.01
C3 1.712 0.747 0.115  -0.42
C4 2.019 -0.714 -0.096  -0.41
C5 0.675 -1.444 0.195  -0.19
C6 -1.641 -0.681 0.001  0.43
H1 -0.563 2.950 -0.191  0.22
H2 -0.592 2.078 1.249  0.21
H3 -1.673 1.551 -0.145  0.24
H4 0.344 0.915 -1.485  0.19
H5 2.322 1.493 -0.442  0.23
H6 1.865 1.019 1.184  0.21
H7 2.236 -0.953 -1.147  0.21
H8 2.834 -1.106 0.580  0.23
H9 0.583 -2.359 -0.366  0.20
H10 0.592 -1.683 1.240  0.19
N1 -0.361 -0.469 -0.052  -0.49
N2 -2.796 -0.657 -0.030  -0.40

***

Record 3
The following is a DFT calculation (ωB97M-V/def2-TZVPD) of one molecule with the formula C6H10N2 in a non-equilibrium geometry.

Summary:
LUMO level = 1.023 eV
charge = 0
gap between HOMO and LUMO = 9.447 eV
energy relative to the best compared isomer or geometry (same formula, charge and spin) = 866.7 kJ/mol
HOMO = -8.424 eV

Each line ends with the natural charge from an NBO analysis.
CARTESIAN COORDINATES (ANGSTROEM)
C1 -1.402 0.764 1.087  -0.21
C2 0.258 -1.158 0.981  -0.05
C3 0.872 -1.022 -0.606  -0.24
C4 0.720 -0.026 -1.854  -0.21
C5 -0.338 0.717 -0.050  -0.08
C6 0.991 0.086 0.370  -0.28
H1 -1.290 1.627 2.067  0.17
H2 -2.452 0.828 0.820  0.21
H3 -1.278 -0.725 2.382  0.37
H4 1.124 -1.505 1.846  0.24
H5 1.696 -1.764 -0.669  0.22
H6 1.702 0.035 -2.383  0.22
H7 -0.233 -0.307 -2.628  0.17
H8 -0.352 1.841 -2.012  0.36
H9 -1.000 -0.081 -0.611  0.19
H10 1.746 0.583 0.675  0.21
N1 -1.188 -0.853 1.391  -0.63
N2 0.292 1.325 -1.255  -0.64

***

Record 4
The following is a DFT calculation (ωB97M-V/def2-TZVPD) of C6H10N2 as an isolated structure in a non-equilibrium geometry.

Summary:
LUMO level = 1.037 eV
charge = 0
gap between HOMO and LUMO = 9.504 eV
energy relative to the best compared isomer or geometry (same formula, charge and spin) = 421.7 kJ/mol
HOMO = -8.468 eV

Each line ends with the natural charge from an NBO analysis.
CARTESIAN COORDINATES (ANGSTROEM)
C1 1.440 -0.539 0.817  -0.44
C2 1.206 0.010 -0.642  0.07
C3 -0.866 -1.087 -0.179  -0.08
C4 -1.642 0.307 -0.183  -0.44
C5 -0.413 1.169 0.369  -0.08
C6 -0.108 -0.292 1.022  -0.19
H1 1.907 -1.551 0.979  0.24
H2 1.736 0.234 1.781  0.22
H3 2.132 -0.259 -1.355  0.21
H4 -0.245 -0.603 -2.019  0.36
H5 -1.499 -1.955 -0.124  0.21
H6 -1.999 0.917 -1.022  0.20
H7 -2.329 0.015 0.654  0.21
H8 -0.494 1.918 1.021  0.19
H9 0.723 1.787 -1.534  0.37
H10 -0.531 -0.485 2.066  0.23
N1 0.212 -0.960 -1.158  -0.65
N2 0.769 1.374 -0.494  -0.64

***

Record 5
The following is a DFT calculation (ωB97M-V/def2-TZVPD) of C6H10N2 as an isolated structure in a non-equilibrium geometry.

Summary:
LUMO level = -0.162 eV
charge = 0
gap between HOMO and LUMO = 8.932 eV
energy relative to the best compared isomer or geometry (same formula, charge and spin) = 1430.3 kJ/mol
HOMO = -9.094 eV

Each line ends with the natural charge from an NBO analysis.
CARTESIAN COORDINATES (ANGSTROEM)
C1 1.801 -0.712 -0.609  -0.32
C2 0.494 -1.219 -0.455  -0.13
C3 -0.478 -0.492 -0.044  -0.09
C4 -0.470 1.016 0.394  -0.29
C5 -1.936 -1.067 -0.143  -0.02
C6 -3.121 -1.318 0.330  -0.24
H1 1.172 -0.175 1.782  0.32
H2 3.593 -0.858 0.942  0.34
H3 2.360 -1.577 -1.059  0.20
H4 1.882 -0.018 -1.390  0.22
H5 0.310 -2.153 -1.321  0.23
H6 -1.088 1.149 1.240  0.21
H7 0.568 1.336 1.004  0.24
H8 -1.816 2.787 0.261  0.36
H9 -0.367 2.948 -1.476  0.35
H10 -4.113 -1.655 0.455  0.23
N1 2.357 0.027 0.700  -0.79
N2 -1.148 1.981 -0.611  -0.82

***

Record 6
The following is a DFT calculation (ωB97M-V/def2-TZVPD) of a 2-piece molecular cluster, C6H10N2 overall in a non-equilibrium geometry.

Summary:
LUMO level (spin up / spin down) = 0.803 / -2.382 eV
charge = 0
<S²> = 2.024
2S+1 = 3
gap between HOMO and LUMO (spin up / spin down) = 6.420 / 7.367 eV
energy relative to the best compared isomer or geometry (same formula, charge and spin) = 160.3 kJ/mol
HOMO (spin up / spin down) = -5.616 / -9.749 eV

Each line ends with the natural charge from an NBO analysis.
CARTESIAN COORDINATES (ANGSTROEM)
C1 -0.901 1.176 0.875  0.22
C2 -0.246 -1.067 -1.768  -0.40
C3 -0.422 -0.677 -0.524  -0.02
C4 -0.966 -1.597 0.593  -0.65
C5 1.521 0.440 1.259  -0.57
C6 -0.032 0.661 -0.112  0.05
N1 -1.618 1.806 1.522  -0.31
N2 0.358 1.601 -1.110  -0.75
H1 -0.105 -0.481 -2.610  0.20
H2 -0.826 -1.917 -2.171  0.19
H3 -1.549 -2.250 -0.084  0.23
H4 -0.057 -2.053 1.004  0.23
H5 -1.571 -0.980 1.286  0.24
H6 2.246 -0.137 0.740  0.18
H7 1.647 1.552 1.486  0.20
H8 0.944 -0.141 2.026  0.19
H9 1.443 1.493 -1.425  0.38
H10 0.135 2.569 -0.987  0.40